Record 1
C4H13NO | wB97M-V/def2-TZVPD

HOMO: -9.0 eV
molecular weight: 91.154 g/mol
HOMO-LUMO gap: 0.3644 Ha
E: -290.16188 hartree

XYZ file:
```
19
Properties=species:S:1:pos:R:3:lowdin_charge:R:1
C -0.204 1.693 0.060 -0.14
N -0.526 0.453 -0.607 -0.11
C 0.406 -0.587 -0.217 -0.46
C 1.873 -0.333 -0.661 -0.08
C 0.348 -1.082 1.266 -0.05
H 0.358 2.382 -0.626 0.09
H -1.042 2.203 0.558 0.08
H 0.497 1.551 0.876 0.07
H -0.667 0.536 -1.601 0.12
H 0.180 -1.547 -0.729 0.13
H 2.609 -1.079 -0.344 0.07
H 1.917 -0.295 -1.754 0.07
H 2.242 0.608 -0.226 0.07
H 0.023 -2.110 1.268 0.07
H 1.361 -0.931 1.658 0.07
H -0.220 -0.377 1.874 0.07
O -3.157 -0.681 -0.009 -0.09
H -3.580 -0.371 -0.820 0.03
H -2.419 -0.034 0.036 0.00
```


Record 2
C4H13NO | wB97M-V/def2-TZVPD

HOMO: -9.8 eV
molecular weight: 91.154 g/mol
HOMO-LUMO gap: 0.3953 Ha
E: -290.19617 hartree

XYZ file:
```
19
Properties=species:S:1:pos:R:3:lowdin_charge:R:1
C 0.727 0.712 2.118 -0.10
C 0.446 -0.370 1.082 -0.24
C 0.761 0.078 -0.345 -0.47
C 0.711 -1.118 -1.272 -0.07
N -0.269 1.031 -0.787 0.03
H 0.447 0.383 3.115 0.07
H 0.107 1.580 1.914 0.07
H 1.788 0.911 2.168 0.07
H 0.967 -1.300 1.310 0.11
H -0.621 -0.622 1.082 0.11
H 1.740 0.573 -0.336 0.13
H 0.821 -0.863 -2.331 0.08
H -0.288 -1.537 -1.213 0.07
H 1.435 -1.886 -1.064 0.07
H -0.154 1.976 -0.452 0.07
H -0.243 1.096 -1.796 0.07
O -3.187 -0.206 -0.957 -0.10
H -2.439 0.319 -0.607 0.00
H -2.747 -0.756 -1.629 0.02
```


Record 3
C4H13NO | wB97M-V/def2-TZVPD

HOMO: -8.0 eV
molecular weight: 91.154 g/mol
HOMO-LUMO gap: 0.3277 Ha
E: -290.14869 hartree

XYZ file:
```
19
Properties=species:S:1:pos:R:3:lowdin_charge:R:1
C -1.215 -1.874 -0.946 -0.09
C -1.242 -0.890 0.215 -0.28
N -0.252 0.163 0.095 -0.29
C 1.126 -0.153 0.471 -0.08
C -0.383 1.041 -1.061 -0.11
H -0.421 -2.603 -0.799 0.07
H -2.098 -2.529 -1.005 0.07
H -1.278 -1.371 -1.908 0.06
H -1.026 -1.399 1.155 0.11
H -2.218 -0.472 0.433 0.11
H 1.835 0.068 -0.334 0.08
H 1.224 -1.240 0.558 0.08
H 1.363 0.389 1.375 0.04
H -0.227 2.075 -0.736 0.08
H 0.338 0.791 -1.850 0.08
H -1.361 0.963 -1.515 0.07
O 2.141 2.220 2.242 -0.06
H 1.225 2.002 2.039 0.02
H 2.470 2.817 1.571 0.04
```